Run A
Computed, not measured: a 2-piece molecular cluster, C3H12NS overall, with the ωB97M-V functional and the def2-TZVPD basis.

Cartesian coordinates (Å):
C: 3.1574 0.4531 -0.9382
N: 2.1466 0.8832 0.1397
H: 4.1056 0.7572 -0.5132
H: 2.9927 -0.5628 -0.8682
H: 3.0595 0.7861 -1.9875
H: 1.1414 0.7276 -0.2175
H: 2.1942 1.7791 0.4779
H: 2.2435 0.2619 0.9123
C: -2.5499 -1.4123 0.7683
C: -2.6172 0.1212 0.4637
S: -1.0369 0.6305 -0.2753
H: -1.8272 -1.7135 1.5754
H: -2.3043 -1.9149 -0.1868
H: -3.5516 -1.7464 1.0511
H: -3.3562 0.2646 -0.3024
H: -2.6722 0.8728 1.2839
H: -1.1254 -0.1874 -1.3832

The value obtained for the molar mass is 94.2 g/mol. Its HOMO energy is -0.4776 Eh. As for the multiplicity: 1. For the gap between HOMO and LUMO, the calculation gives 9.57 eV. The charge is +1.

Run B
Computed, not measured: a 2-piece molecular cluster, C3H12NS overall, with the ωB97M-V functional and the def2-TZVPD basis.

Cartesian coordinates (Å):
C: 1.6534 -2.4590 0.9255
N: 1.3046 -1.0646 0.4360
H: 1.8993 -3.0658 0.0636
H: 2.4445 -2.3695 1.6707
H: 0.7797 -2.8145 1.4644
H: 0.6312 -0.6015 1.0595
H: 0.7668 -1.1725 -0.4283
H: 2.0561 -0.4072 0.2282
C: -1.1761 1.7698 -1.4677
C: -1.5952 0.9928 -0.2197
S: -0.7675 1.5823 1.3357
H: -0.1923 1.4657 -1.8091
H: -1.4109 2.8255 -1.3726
H: -1.8605 1.4507 -2.2598
H: -2.6359 1.2201 -0.0342
H: -1.4849 -0.0813 -0.3596
H: -0.4121 2.7289 0.7675

The value obtained for the molar mass is 94.2 g/mol. Its HOMO energy is -0.4772 Eh. As for the multiplicity: 1. For the gap between HOMO and LUMO, the calculation gives 9.27 eV. The charge is +1.

Run C
Computed, not measured: a 2-piece molecular cluster, C3H12NS overall, with the ωB97M-V functional and the def2-TZVPD basis.

Cartesian coordinates (Å):
C: -2.2847 -1.0912 -0.3536
N: -1.7602 -1.2991 1.0630
H: -1.4021 -0.9762 -1.1385
H: -2.8970 -0.1830 -0.2367
H: -3.0779 -1.8596 -0.6570
H: -1.2548 -2.1753 1.0598
H: -1.0588 -0.5273 1.1756
H: -2.3880 -1.1979 1.8517
C: 0.4813 1.8846 0.3343
S: 0.8992 0.1502 0.1267
C: 2.1016 0.2131 -1.2753
H: 0.8878 2.3213 1.2304
H: 0.8344 2.4532 -0.5131
H: -0.6276 2.1432 0.2786
H: 1.6516 -0.2423 -2.1444
H: 3.0483 -0.3451 -1.0580
H: 2.4289 1.2410 -1.5488

The value obtained for the molar mass is 94.2 g/mol. Its HOMO energy is -0.4620 Eh. As for the multiplicity: 1. For the gap between HOMO and LUMO, the calculation gives 9.05 eV. The charge is +1.

The energy of each structure relative to the most stable one, in kJ/mol, is as follows: run A 29.9; run B 0.0; run C 42.5.

Run A
Computed, not measured: a 2-piece molecular cluster, C4H9O3 overall, with the ωB97M-V functional and the def2-TZVPD basis.

Cartesian coordinates (Å):
O: -1.4552 -0.3412 2.5700
C: -1.0623 -0.6710 1.4200
C: -0.2245 0.0832 0.5923
C: -0.1524 -0.1968 -0.8838
C: 0.8514 -1.3289 -1.2462
O: 2.0198 -1.1239 -0.4484
H: -1.4342 -1.6417 1.0257
H: 1.6845 -1.1137 0.4650
H: 0.6158 0.6254 1.0070
H: -1.1545 -0.4601 -1.2241
H: 0.1236 0.6408 -1.5405
H: 0.3680 -2.2375 -0.8957
H: 1.2538 -1.2054 -2.2448
H: -0.4516 2.9179 1.2552
H: -0.3291 2.7188 -0.2609
O: -0.6530 3.3342 0.4091

The value obtained for the molar mass is 105.1 g/mol. Its HOMO energy is -0.0929 Eh. As for the multiplicity: 1. For the gap between HOMO and LUMO, the calculation gives 6.51 eV. The charge is -1.

Run B
Computed, not measured: a 2-piece molecular cluster, C4H9O3 overall, with the ωB97M-V functional and the def2-TZVPD basis.

Cartesian coordinates (Å):
O: 1.6217 -1.5242 -0.9768
C: 1.5053 -0.4680 -0.3583
O: 2.2662 -0.0656 0.5282
C: 0.3598 0.4218 -0.8002
C: -0.2278 0.7926 0.5549
C: -1.4619 1.8890 0.3281
H: -0.2935 -0.0112 -1.5200
H: 0.8181 1.3048 -1.3006
H: 0.4451 1.4145 1.1146
H: -0.5592 -0.0305 1.1810
H: -2.3915 1.8435 0.8608
H: -0.8792 2.8004 0.4579
H: -1.7221 1.7178 -0.7202
H: -2.0000 -1.5615 0.7610
H: -2.6036 -0.5994 -0.1088
O: -2.8711 -1.2465 0.5645

The value obtained for the molar mass is 105.1 g/mol. Its HOMO energy is -0.1404 Eh. As for the multiplicity: 1. For the gap between HOMO and LUMO, the calculation gives 7.60 eV. The charge is -1.

Run C
Computed, not measured: a 2-piece molecular cluster, C4H9O3 overall, with the ωB97M-V functional and the def2-TZVPD basis.

Cartesian coordinates (Å):
C: -0.9143 0.4839 -0.0032
C: -2.3274 -0.0160 0.1822
C: -0.2284 0.7489 1.3545
O: -0.6738 1.7197 1.8909
O: 0.7064 0.0529 1.8599
H: -0.3212 -0.1581 -0.6243
H: -1.0416 1.3988 -0.6458
H: -2.5538 -1.0305 0.4384
H: -2.7870 -0.1288 -0.8197
H: -2.8871 0.7268 0.7933
C: 2.2853 -0.5401 -1.0885
O: 2.0695 -1.3511 -0.0289
H: 1.5324 -0.8700 0.7404
H: 1.3300 -0.4220 -1.5882
H: 2.8195 0.3777 -0.6436
H: 2.9919 -0.9919 -1.8173

The value obtained for the molar mass is 105.1 g/mol. Its HOMO energy is -0.1596 Eh. As for the multiplicity: 1. For the gap between HOMO and LUMO, the calculation gives 8.37 eV. The charge is -1.

The energy of each structure relative to the most stable one, in kJ/mol, is as follows: run A 128.6; run B 0.0; run C 6.9.

Run A
Computed, not measured: a 2-piece molecular cluster, C2H8N2S overall, with the ωB97M-V functional and the def2-TZVPD basis.

Cartesian coordinates (Å):
C: -0.6831 0.2182 -1.7243
N: -0.9631 0.3491 -0.2975
C: -0.2230 -0.2623 0.5879
N: -0.3765 -0.0948 1.8896
H: -0.7603 1.1950 -2.1911
H: -1.3945 -0.4482 -2.2027
H: 0.3291 -0.1648 -1.8379
H: -1.6209 1.0490 0.0155
H: 0.6471 -0.8453 0.2311
H: -0.9221 0.6763 2.2462
H: 0.3562 -0.4291 2.4946
S: 2.6785 -0.2488 -0.1479
H: 2.9324 -0.9943 0.9365

The value obtained for the molar mass is 92.2 g/mol. Its HOMO energy is -0.2479 Eh. As for the multiplicity: 1. For the gap between HOMO and LUMO, the calculation gives 6.96 eV.

Run B
Computed, not measured: one molecule with the formula C2H8N2S, with the ωB97M-V functional and the def2-TZVPD basis.

Cartesian coordinates (Å):
C: 0.5498 -1.1533 -0.2848
C: 0.8518 0.3170 0.0654
N: -0.0295 1.3284 -0.3438
N: -0.8692 1.6951 0.9356
S: -0.6906 1.1345 -1.7901
H: -0.5002 -1.4476 -0.0288
H: 0.4898 -1.4250 -1.2867
H: 1.2493 -1.6455 0.2467
H: 0.8981 0.2509 1.1156
H: 1.8716 0.4760 -0.3627
H: -1.1080 2.7064 0.7464
H: -1.7324 1.1808 0.9398
H: -1.3873 0.0055 -1.4229

The value obtained for the molar mass is 92.2 g/mol. Its HOMO energy is -0.3373 Eh. The SMILES is CCN(N)S. As for the multiplicity: 1. For the gap between HOMO and LUMO, the calculation gives 10.05 eV.

The energy of each structure relative to the most stable one, in kJ/mol, is as follows: run A 0.0; run B 128.7.

Run A
Computed, not measured: one molecule with the formula C21H21N3O4, with the ωB97M-V functional and the def2-TZVPD basis.

Cartesian coordinates (Å):
C: 4.8044 5.0178 1.5606
C: 3.7385 4.0087 1.1500
C: 3.8966 2.6367 1.7430
C: 4.6788 2.4019 2.8682
C: 4.8675 1.1273 3.3700
C: 4.2835 0.0408 2.7423
C: 3.4886 0.2480 1.6327
C: 3.2748 1.5340 1.1484
N: 2.4467 1.6617 0.0086
C: 1.3593 2.4496 -0.0926
O: 0.9594 3.2380 0.7361
C: 0.6034 2.2304 -1.4215
N: -0.2604 1.0685 -1.3161
C: -1.5752 1.2225 -0.9408
C: -2.3856 0.1610 -0.8358
N: -1.9372 -1.1135 -1.1001
C: -2.8660 -2.1900 -1.0456
C: -4.0830 -2.0802 -1.7006
C: -5.0032 -3.1125 -1.6544
C: -4.7074 -4.2769 -0.9523
O: -5.5313 -5.3489 -0.8401
C: -6.7792 -5.3161 -1.4912
C: -3.4760 -4.3823 -0.3000
C: -2.5641 -3.3521 -0.3433
C: -0.6283 -1.3625 -1.4588
O: -0.2208 -2.4735 -1.7185
C: 0.2868 -0.1665 -1.5192
O: 1.4794 -0.2989 -1.7548
H: 4.7180 5.2790 2.6122
H: 5.8019 4.6244 1.3758
H: 4.6828 5.9298 0.9803
H: 2.7511 4.3937 1.4219
H: 3.7450 3.9087 0.0599
H: 5.1612 3.2305 3.3610
H: 5.4829 0.9812 4.2453
H: 4.4414 -0.9597 3.1155
H: 3.0216 -0.5860 1.1283
H: 2.5064 0.8940 -0.6612
H: -0.0072 3.1098 -1.6277
H: 1.3124 2.0594 -2.2355
H: -1.9023 2.2239 -0.7234
H: -3.4122 0.2521 -0.5258
H: -4.3139 -1.1884 -2.2650
H: -5.9395 -2.9978 -2.1767
H: -7.2512 -6.2718 -1.2697
H: -7.4097 -4.5057 -1.1115
H: -6.6644 -5.2126 -2.5747
H: -3.2589 -5.2908 0.2378
H: -1.6156 -3.4464 0.1590

The value obtained for the molar mass is 379.4 g/mol. Its HOMO energy is -0.3037 Eh. The SMILES is CCc1ccccc1NC(=O)Cn1ccn(-c2ccc(OC)cc2)c(=O)c1=O. As for the multiplicity: 1. For the gap between HOMO and LUMO, the calculation gives 8.55 eV.

Run B
Computed, not measured: one molecule with the formula C21H21N3O4, with the ωB97M-V functional and the def2-TZVPD basis.

Cartesian coordinates (Å):
C: -5.4421 6.4042 0.4351
C: -4.3539 6.0722 0.0520
C: -3.0573 5.7096 -0.3884
C: -2.2458 6.6554 -1.0148
C: -0.9695 6.3004 -1.4103
C: -0.4991 5.0196 -1.1875
C: -1.3113 4.0645 -0.5712
N: -0.7630 2.8031 -0.3504
C: -1.3584 1.6457 0.0320
N: -2.6747 1.5860 0.1332
C: -3.2245 0.4161 0.4587
N: -2.6160 -0.7041 0.7159
C: -1.2640 -0.6796 0.6660
C: -0.5594 -1.8463 1.0044
C: 0.8145 -1.8780 1.0289
O: 1.5473 -2.9416 1.4534
C: 0.8982 -4.1612 1.7529
C: 0.4410 -4.9272 0.4888
O: 1.0133 -6.2053 0.3807
C: 2.3528 -6.2042 -0.0554
C: 1.5375 -0.7183 0.6089
O: 2.9026 -0.6120 0.5806
C: 3.6925 -1.6859 0.0970
C: 3.4940 -1.9424 -1.4043
O: 2.2959 -2.6157 -1.7071
C: 0.8494 0.4259 0.2685
C: -0.5505 0.4914 0.3096
C: -2.5965 4.4131 -0.1743
H: -6.3960 6.6764 0.7768
H: -2.6190 7.6548 -1.1811
H: -0.3337 7.0281 -1.8935
H: 0.5030 4.7524 -1.4952
H: 0.2320 2.7491 -0.5163
H: -4.3062 0.4108 0.5090
H: -1.1520 -2.7026 1.2760
H: 0.0638 -3.9961 2.4412
H: 1.6551 -4.7502 2.2764
H: -0.6380 -5.0949 0.5119
H: 0.6887 -4.3261 -0.3986
H: 2.6379 -7.2484 -0.1659
H: 3.0184 -5.7228 0.6695
H: 2.4504 -5.6881 -1.0170
H: 3.5046 -2.6059 0.6542
H: 4.7197 -1.3569 0.2679
H: 4.2953 -2.5979 -1.7537
H: 3.5523 -0.9883 -1.9461
H: 1.5507 -2.0381 -1.5018
H: 1.4512 1.2780 -0.0135
H: -3.2308 3.6817 0.2970

The value obtained for the molar mass is 379.4 g/mol. Its HOMO energy is -0.2967 Eh. The SMILES is C#Cc1cccc(Nc2ncnc3cc(OCCOC)c(OCCO)cc23)c1. As for the multiplicity: 1. For the gap between HOMO and LUMO, the calculation gives 8.21 eV.

The energy of each structure relative to the most stable one, in kJ/mol, is as follows: run A 0.0; run B 326.0.

Run A
Computed, not measured: an isolated ion of composition C4H12N2O and charge +1, with the ωB97M-V functional and the def2-TZVPD basis.

Cartesian coordinates (Å):
C: -0.9209 0.8995 -1.1718
O: -0.5300 1.4323 -2.4270
C: 0.0784 -0.2664 -0.8667
C: -0.1049 -0.9698 0.5128
C: 0.0101 -0.2309 1.8934
N: -0.1763 -1.1584 2.9980
N: 1.3954 0.2309 -1.0581
H: -1.9596 0.6682 -0.9503
H: -0.7617 1.7373 -0.3350
H: -0.1484 -1.0294 -1.6281
H: -1.1070 -1.3089 0.3381
H: 0.5851 -1.7342 0.7637
H: 0.9638 0.4932 1.8633
H: -0.7648 0.4867 2.0174
H: 0.6664 -1.4234 3.4513
H: -0.3121 -1.9976 2.5330
H: 0.3100 1.8623 -2.1253
H: 1.8606 0.2677 -2.0309
H: 1.9974 0.4186 -0.2669

Its expectation value of S² is 0.756. The value obtained for the molar mass is 104.2 g/mol. Its HOMO energy (alpha / beta) is -0.4970 / -0.4966 Eh. As for the multiplicity: 2. For the gap between HOMO and LUMO (alpha / beta), the calculation gives 9.88 / 4.82 eV. The charge is +1.

Run B
Computed, not measured: a 2-piece molecular cluster, C4H12N2O overall, with the ωB97M-V functional and the def2-TZVPD basis.

Cartesian coordinates (Å):
C: -0.7829 -0.3119 -1.0791
C: 0.1358 -1.0166 -0.0315
C: 1.4057 -1.1998 -0.7596
C: 2.6251 -0.9423 -0.1377
N: 3.7210 -0.6815 -0.8395
N: -1.7794 -1.1778 -1.6839
H: -1.2292 0.5509 -0.5723
H: -0.1873 0.1225 -1.8939
H: -0.3891 -1.8865 0.3813
H: 0.1564 -0.3812 0.8562
H: 1.3590 -1.4844 -1.8040
H: 2.6831 -0.9832 0.9435
H: 3.6965 -0.9757 -1.8054
H: 4.6377 -0.5565 -0.4311
H: -2.6828 -0.7449 -1.8157
H: -1.9693 -1.9594 -1.0628
H: -3.7073 4.5743 4.7259
H: -3.5520 4.5640 3.1315
O: -4.1411 4.4901 3.8781

Its expectation value of S² is 0.759. The value obtained for the molar mass is 104.2 g/mol. Its HOMO energy (alpha / beta) is -0.4757 / -0.4750 Eh. As for the multiplicity: 2. For the gap between HOMO and LUMO (alpha / beta), the calculation gives 9.14 / 5.88 eV. The charge is +1.

The energy of each structure relative to the most stable one, in kJ/mol, is as follows: run A 199.4; run B 0.0.